(1)
Density functional theory data (ωB97M-V/def2-TZVPD) for a structure of composition C3H5NO at a distorted geometry.

Last column: Mulliken charge in e.
Geometry (Å):
C: -1.59 -0.36 -0.01  -0.2090
C: -2.74 0.46 -0.11  0.0078
C: 1.14 0.18 0.08  -0.5402
N: -0.06 0.78 -0.17  -0.3465
O: -3.81 -0.03 0.17  -0.4755
H: -1.32 -1.35 0.01  0.4333
H: -2.44 1.39 -0.46  0.3999
H: 1.60 0.77 0.94  0.2240
H: 1.66 0.35 -0.82  0.2500
H: 1.05 -0.90 0.63  0.2561

Orbital gap (spin up / spin down) = 0.341 / 0.306 Ha
Total charge = 0
Electronic energy = -247.07444 Ha

(2)
Density functional theory data (ωB97M-V/def2-TZVPD) for a cluster of 13 separate species, C15H56N14O13 in total at a distorted geometry.

Last column: Mulliken charge in e.
Geometry (Å):
C: 25.42 -6.61 -0.42  -1.0862
C: 26.06 -5.84 -1.53  -0.2444
O: 25.31 -4.71 -1.74  -0.6362
H: 24.44 -6.76 -0.78  0.6687
H: 25.34 -6.05 0.55  -0.0696
H: 25.91 -7.55 -0.14  0.2814
H: 25.91 -6.32 -2.50  0.4839
H: 27.14 -5.75 -1.24  0.0571
H: 25.54 -4.29 -2.57  0.3129
C: 23.21 -1.79 4.81  -0.5243
C: 21.83 -2.36 4.54  -0.3024
O: 21.03 -1.73 5.53  -0.5508
H: 23.25 -0.74 4.65  0.3620
H: 23.90 -2.17 3.96  -0.2550
H: 23.76 -2.02 5.68  0.3326
H: 21.75 -3.40 4.68  -0.0004
H: 21.50 -2.10 3.56  0.4651
H: 20.32 -1.26 5.12  0.3408
C: 29.05 -2.93 3.64  -0.4285
O: 30.04 -2.27 4.43  -0.7538
N: 29.10 -4.20 3.38  0.5118
N: 28.06 -2.33 3.15  0.1853
H: 29.90 -4.66 3.84  0.3668
H: 28.37 -4.86 3.08  -0.5332
H: 27.96 -1.29 3.49  0.3063
H: 27.52 -2.50 2.29  -0.1874
C: 25.50 -5.19 7.17  0.3904
O: 24.96 -3.96 7.43  -0.7543
N: 25.92 -5.48 6.01  0.3346
N: 25.68 -6.08 8.04  -0.3923
H: 25.69 -4.79 5.24  -0.4009
H: 26.24 -6.38 5.69  0.1551
H: 25.50 -6.01 9.04  0.3266
H: 26.00 -7.01 7.84  0.2321
C: 28.32 -7.32 1.11  0.1565
O: 27.96 -6.86 2.32  -0.7289
N: 29.14 -6.74 0.24  -0.4182
N: 27.95 -8.47 0.74  -0.3613
H: 29.32 -5.75 0.37  0.2847
H: 29.12 -6.93 -0.77  0.3084
H: 27.31 -8.87 1.49  0.5070
H: 27.82 -8.70 -0.25  0.2591
C: 22.79 -4.49 0.78  -0.2061
O: 22.39 -5.73 0.37  -0.6964
N: 22.26 -3.86 1.74  0.0367
N: 23.78 -3.79 0.19  -0.0129
H: 21.48 -4.29 2.21  0.3250
H: 22.49 -2.84 1.75  0.1790
H: 24.36 -4.27 -0.53  -0.0739
H: 24.00 -2.80 0.42  0.0959
C: 28.75 -3.73 0.09  -0.0579
O: 27.53 -3.61 0.61  0.3981
N: 29.72 -4.18 0.79  -0.5170
N: 29.15 -3.43 -1.11  -0.3282
H: 29.48 -4.10 1.80  0.4216
H: 30.70 -3.94 0.67  0.2667
H: 28.49 -3.10 -1.88  0.2631
H: 30.04 -3.66 -1.53  0.2234
C: 25.94 -1.07 -0.52  0.3892
O: 25.85 -1.25 0.82  -0.6029
N: 25.87 -2.09 -1.38  -0.2590
N: 26.03 0.09 -1.06  -0.3879
H: 25.82 -2.96 -0.92  -0.0958
H: 26.63 -2.12 -2.13  0.3148
H: 26.17 0.98 -0.54  0.3056
H: 26.04 0.26 -2.12  0.2067
C: 29.05 -4.60 7.41  0.4073
O: 30.34 -4.11 7.57  -0.7776
N: 28.52 -4.60 6.25  -0.0028
N: 28.35 -5.20 8.33  -0.2256
H: 29.11 -4.29 5.40  -0.0673
H: 27.52 -4.86 6.17  0.5756
H: 28.75 -5.45 9.27  0.2378
H: 27.36 -5.54 8.08  0.3196
C: 25.56 -4.39 2.74  1.3386
O: 25.94 -3.90 4.01  0.6277
H: 26.05 -5.28 2.37  -1.1105
H: 25.75 -3.57 2.06  0.1467
H: 24.46 -4.40 2.76  -0.0986
H: 26.74 -3.33 3.83  -0.5005
C: 22.94 -6.12 4.49  -0.2199
O: 22.63 -6.65 3.18  -0.5799
H: 23.70 -6.77 4.85  0.2026
H: 22.11 -6.25 5.09  0.6253
H: 23.25 -5.09 4.61  -0.2788
H: 22.97 -6.01 2.56  0.1035
C: 25.15 -8.53 2.55  -0.1336
O: 26.31 -9.31 2.80  -0.5885
H: 24.92 -8.52 1.48  0.2719
H: 25.26 -7.50 2.82  -0.2559
H: 24.33 -8.80 3.24  0.4973
H: 26.14 -10.23 2.77  0.2796
C: 26.55 -1.17 5.87  -0.1960
O: 26.95 0.14 5.75  -0.5649
H: 25.89 -1.49 5.17  -0.3163
H: 26.15 -1.38 6.83  0.4403
H: 27.42 -1.80 5.70  0.3220
H: 26.13 0.68 5.77  0.3321

Orbital gap = 0.248 Ha
Total charge = 0
Electronic energy = -2349.63416 Ha

(3)
Density functional theory data (ωB97M-V/def2-TZVPD) for a structure of composition C60H50N5O2PdSSiTe at a distorted geometry.

Last column: Mulliken charge in e.
Geometry (Å):
Pd: -0.21 0.84 -0.23  -0.8857
S: 1.71 1.40 0.92  -0.5479
C: 2.87 0.40 0.04  0.6290
N: 4.11 0.62 0.24  -1.0032
N: 5.03 -0.06 -0.55  0.0811
C: 4.92 -0.48 -1.87  0.6038
C: 5.74 -1.51 -2.32  -0.8178
C: 5.68 -1.95 -3.63  -0.5747
C: 4.79 -1.38 -4.53  -0.8310
C: 3.99 -0.32 -4.09  -0.5343
C: 4.06 0.13 -2.79  -0.2479
N: 2.55 -0.63 -0.89  -0.1251
N: 1.39 -0.86 -1.14  2.2002
C: 1.23 -1.98 -2.02  -0.8736
C: -0.06 -2.35 -2.34  0.1865
C: -0.29 -3.41 -3.21  -0.7350
C: 0.77 -4.10 -3.76  -0.7156
C: 2.08 -3.73 -3.44  -0.6704
C: 2.31 -2.68 -2.57  -0.6337
H: 5.80 -0.41 -0.01  0.2535
H: 6.43 -1.99 -1.62  0.3599
H: 6.32 -2.77 -3.95  0.3404
H: 4.71 -1.75 -5.55  0.4014
H: 3.30 0.17 -4.77  0.4948
H: 3.44 0.97 -2.47  0.9016
H: -0.88 -1.81 -1.89  -0.1076
H: -1.31 -3.69 -3.44  0.4661
H: 0.59 -4.93 -4.44  0.3895
H: 2.91 -4.27 -3.87  0.4517
H: 3.32 -2.38 -2.31  0.4885
C: -1.64 -2.77 6.40  -1.6776
C: -1.23 -2.27 5.04  -0.1922
C: -0.21 -2.86 4.31  -0.8694
C: 0.17 -2.43 3.04  0.6931
C: 1.30 -3.11 2.35  0.3536
O: 1.89 -2.69 1.37  -0.4381
C: 1.78 -4.43 2.92  -0.1393
C: 3.08 -4.53 3.41  -0.2038
C: 3.56 -5.73 3.91  -0.6749
C: 2.74 -6.85 3.92  -0.3687
C: 1.44 -6.77 3.42  -0.7605
C: 0.97 -5.56 2.93  0.1392
C: -0.52 -1.32 2.40  -0.6777
O: -0.27 -1.03 1.21  0.2821
C: -1.54 -0.66 3.20  0.7985
C: -1.87 -1.17 4.45  -0.6224
C: -2.26 0.55 2.73  0.4684
N: -1.84 1.26 1.76  0.2103
C: -2.55 2.46 1.32  -0.0666
C: -3.47 2.18 0.14  -1.1171
Te: -2.53 0.94 -1.38  -0.0946
C: -3.64 -0.72 -0.66  0.4045
C: -3.02 -1.73 0.07  0.9466
C: -3.79 -2.76 0.61  -0.8249
C: -5.17 -2.78 0.41  -0.5571
C: -5.78 -1.78 -0.33  -0.7237
C: -5.02 -0.75 -0.86  -0.4705
C: -3.54 0.90 3.44  -0.9181
C: -3.57 1.84 4.47  0.1435
C: -4.77 2.17 5.08  -0.7773
C: -5.96 1.56 4.68  -0.4816
C: -5.93 0.63 3.65  -0.7799
C: -4.73 0.30 3.04  0.5059
H: -0.91 -3.49 6.79  0.3631
H: -2.61 -3.27 6.37  0.2979
H: -1.72 -1.95 7.12  0.3558
H: 0.32 -3.69 4.77  0.2950
H: 3.71 -3.64 3.39  0.4119
H: 4.56 -5.79 4.30  0.3762
H: 3.11 -7.79 4.31  0.3735
H: 0.80 -7.64 3.43  0.3789
H: -0.05 -5.48 2.56  0.4380
H: -2.66 -0.69 5.02  0.4786
H: -1.79 3.16 1.01  -0.4250
H: -3.14 2.92 2.11  0.4933
H: -3.78 3.11 -0.32  0.5363
H: -4.34 1.62 0.45  0.6853
H: -1.95 -1.70 0.26  -0.6239
H: -3.31 -3.53 1.20  0.4604
H: -5.77 -3.59 0.83  0.3829
H: -6.85 -1.79 -0.49  0.3810
H: -5.49 0.04 -1.43  0.4227
H: -2.65 2.31 4.79  0.4839
H: -4.79 2.90 5.88  0.4028
H: -6.89 1.82 5.15  0.3615
H: -6.85 0.15 3.32  0.4341
H: -4.70 -0.44 2.24  0.1511
C: -1.53 6.56 0.04  -0.6539
C: -2.17 5.74 -0.88  -1.1983
C: -1.56 4.58 -1.33  0.3665
C: -0.28 4.20 -0.89  0.4573
C: 0.34 5.03 0.06  -0.3666
C: -0.28 6.19 0.52  -0.6970
Si: 0.61 2.63 -1.50  1.2074
C: 0.08 2.29 -3.31  0.7942
C: -0.54 3.22 -4.15  -0.6258
C: -0.80 2.93 -5.49  -0.8051
C: -0.46 1.70 -6.02  -0.8295
C: 0.15 0.75 -5.20  -0.7775
C: 0.42 1.05 -3.87  -0.8533
C: 2.37 3.36 -1.83  1.0864
C: 2.58 3.97 -3.08  -0.4500
C: 3.75 4.67 -3.37  -0.8399
C: 4.76 4.77 -2.42  -0.6046
C: 4.59 4.16 -1.19  -0.8962
C: 3.42 3.46 -0.90  -0.1615
H: -2.00 7.48 0.38  0.3723
H: -3.16 6.01 -1.25  0.3983
H: -2.09 3.94 -2.03  0.7724
H: 1.31 4.76 0.45  0.3050
H: 0.23 6.82 1.24  0.4147
H: -0.79 4.21 -3.78  0.5415
H: -1.27 3.68 -6.12  0.4162
H: -0.67 1.47 -7.06  0.3451
H: 0.43 -0.22 -5.59  0.5101
H: 0.91 0.31 -3.26  0.4688
H: 1.83 3.90 -3.85  0.2738
H: 3.87 5.13 -4.34  0.4182
H: 5.66 5.32 -2.65  0.3505
H: 5.38 4.20 -0.44  0.4368
H: 3.33 2.98 0.06  0.4537

Orbital gap = 0.234 Ha
Total charge = -1
Electronic energy = -3824.29236 Ha

(4)
Density functional theory data (ωB97M-V/def2-TZVPD) for a structure of composition CHCl2FS at a distorted geometry.

Last column: Mulliken charge in e.
Geometry (Å):
C: 2.41 -0.58 0.87  0.2279
F: -0.35 0.39 0.53  -0.3680
S: 1.89 -1.99 0.33  -0.1027
Cl: 2.33 -0.07 2.52  -0.0836
Cl: 3.22 0.67 0.04  -0.0649
H: 0.18 -0.09 1.18  0.3912

Orbital gap = 0.325 Ha
Total charge = 0
Electronic energy = -1457.11040 Ha

(5)
Density functional theory data (ωB97M-V/def2-TZVPD) for a structure of composition C21H21BClF4LiN4O5 at a distorted geometry.

Last column: Mulliken charge in e.
Geometry (Å):
Li: 5.62 6.56 15.52  0.8773
O: 3.26 4.04 20.20  -0.5950
C: 3.84 5.18 20.65  0.5319
O: 3.99 5.43 21.84  -0.6150
C: 4.31 6.18 19.61  -0.3461
C: 4.88 7.40 19.94  0.0284
Cl: 4.82 8.21 21.41  -0.2194
N: 5.41 8.06 18.83  1.7498
N: 4.98 7.34 17.72  -0.5910
C: 4.44 6.18 18.14  -0.0055
C: 4.03 5.10 17.11  0.9015
O: 3.50 4.06 17.56  -0.8488
O: 4.29 5.36 15.90  -0.7609
C: 6.35 9.12 18.63  -2.5771
C: 6.50 9.68 17.37  0.0760
C: 7.29 10.83 17.24  0.8369
C: 8.05 11.32 18.33  0.4181
C: 7.99 10.66 19.56  -0.9853
C: 7.12 9.56 19.71  -0.3525
H: 3.32 4.03 19.13  0.4801
H: 5.88 9.26 16.58  -0.2422
H: 7.29 11.33 16.27  -0.0090
H: 8.64 12.22 18.19  0.3595
H: 8.62 10.98 20.42  0.2496
H: 7.04 9.02 20.64  0.4079
C: 8.40 11.79 9.35  -0.9587
C: 6.93 11.49 9.09  -0.7942
N: 6.44 10.13 9.51  0.2725
C: 6.59 9.03 8.54  -0.7454
C: 5.51 8.96 7.45  -1.3176
C: 6.38 9.99 10.86  0.1777
O: 6.95 10.73 11.68  -0.6448
C: 5.54 8.89 11.40  0.0813
C: 4.62 8.15 10.66  0.1620
C: 3.98 7.05 11.22  -0.9063
C: 4.25 6.73 12.56  -0.1742
N: 5.09 7.46 13.27  -0.0656
C: 5.67 8.55 12.78  -0.6463
H: 8.74 12.64 8.73  0.3382
H: 9.10 10.98 9.14  0.2717
H: 8.47 12.08 10.43  0.2686
H: 6.63 11.59 8.05  0.4539
H: 6.31 12.15 9.72  0.3730
H: 6.56 8.11 9.13  0.6215
H: 7.57 9.08 8.10  0.3865
H: 4.55 9.37 7.79  0.3949
H: 5.34 7.90 7.17  0.3376
H: 5.80 9.46 6.49  0.3776
H: 4.41 8.45 9.63  0.2353
H: 3.28 6.45 10.65  0.3707
H: 3.80 5.84 13.02  0.4382
H: 6.36 9.12 13.40  0.6708
F: 9.15 8.58 14.87  -0.3926
B: 8.75 7.42 15.53  0.6934
F: 9.22 6.25 14.93  -0.3841
F: 9.05 7.47 16.90  -0.3649
F: 7.24 7.39 15.43  -0.4051
H: 4.46 11.75 18.37  0.1053

Orbital gap = 0.090 Ha
Total charge = -2
Electronic energy = -2300.41119 Ha

(6)
Density functional theory data (ωB97M-V/def2-TZVPD) for a structure of composition C5H7N at a distorted geometry.

Last column: Mulliken charge in e.
Geometry (Å):
C: -0.66 0.32 0.15  0.6406
C: 1.51 -0.48 -0.53  -0.5344
C: 0.67 -0.45 0.70  -0.3326
C: 1.32 0.83 0.17  -0.0708
C: -2.08 -0.02 0.00  -1.1420
N: 0.00 1.39 -0.20  -0.6562
H: 2.52 -0.96 -0.54  0.2366
H: 0.99 -0.65 -1.41  0.2354
H: 0.80 -1.13 1.53  0.3980
H: 2.19 1.40 0.69  0.2739
H: -2.56 -0.40 0.89  0.2983
H: -2.09 -0.60 -0.98  0.2463
H: -2.61 0.76 -0.47  0.4069

Orbital gap = 0.369 Ha
Total charge = 0
Electronic energy = -249.34645 Ha